1.
Molecular formula: C7H8N4
Method: DFT, the ωB97M-V functional and the def2-TZVPD basis

Properties
Calculated total energy: -490.3430 a.u.
Highest occupied orbital energy: -9.0 eV
LUMO level: 0.596 eV
SMILES: Cn1nccc1-c1cc[nH]n1
Gap between HOMO and LUMO: 0.35329 hartree

Element x y z (Å)
C -1.5401 -1.6853 0.6366
C -2.5509 0.9755 -1.2693
C -1.1378 1.4359 -1.2121
C -0.6037 0.3814 -0.4930
C 0.8499 0.2136 -0.0516
C 1.4524 0.7368 1.1940
C 2.7845 0.3235 1.1864
H -1.6173 -1.7751 1.5764
H -2.1068 -2.5123 0.4024
H -0.4381 -2.1438 0.3038
H -3.2986 1.6622 -2.0878
H -0.6132 2.4664 -1.5664
H 1.0650 1.4102 1.8449
H 3.4781 0.4731 1.7045
H 4.0340 -0.6661 -0.4995
N -1.5643 -0.4785 -0.1718
N -2.8002 -0.1237 -0.6012
N 2.9031 -0.3082 -0.1307
N 1.7040 -0.3855 -0.7656

2.
Molecular formula: C4H5N3O4
Method: DFT, the ωB97M-V functional and the def2-TZVPD basis

Properties
Calculated total energy: -620.4766 a.u.
Highest occupied orbital energy: -8.2 eV
LUMO level: -0.946 eV
SMILES: Cc1[nH]c(=O)n(O)c1[N+](=O)[O-]
Gap between HOMO and LUMO: 0.26484 hartree

Element x y z (Å)
C 0.9010 -0.2780 0.0475
C -0.5259 0.5065 0.0346
C -0.8856 -1.7630 -0.0046
C 2.2303 0.3175 0.0098
N 0.5142 -1.5487 0.0279
N -1.4420 -0.5132 -0.0018
N -0.7499 1.8451 -0.0010
O -1.9393 2.1962 -0.0811
O -1.4104 -2.8419 -0.0310
O 0.2041 2.6103 0.0455
O -2.8030 -0.3132 0.0229
H 2.9747 -0.3665 0.4178
H 2.2248 1.2607 0.5513
H 2.4909 0.5633 -1.0238
H 1.1358 -2.3458 0.0178
H -2.9198 0.6708 -0.0318

3.
Molecular formula: C18H18FHfN3Sb
Method: DFT, the ωB97M-V functional and the def2-TZVPD basis

Properties
Calculated total energy: -1248.2360 a.u.
Highest occupied orbital energy: -19.6 eV
LUMO level: -10.928 eV
Gap between HOMO and LUMO: 0.31834 hartree
Charge: +3

Element x y z (Å)
Hf 0.0060 -0.1259 0.1317
C -2.7765 0.2409 -1.8797
C -2.7546 -1.0708 -1.1633
C -3.7533 -2.0225 -1.3028
C -3.6735 -3.2156 -0.6116
C -2.5837 -3.4651 0.2305
C -1.6046 -2.5100 0.3554
N -1.7009 -1.3307 -0.3380
Sb 0.0383 -3.0386 1.7069
C 0.0309 -1.1613 2.8349
C 0.0422 -1.2981 4.2016
C 0.0405 -0.1485 4.9995
C 0.0282 1.1018 4.4118
C 0.0178 1.2167 3.0305
C 0.0055 2.5318 2.3195
N 0.0191 0.0868 2.2679
C 1.6615 -2.4825 0.3438
C 2.6581 -3.4184 0.2125
C 3.7383 -3.1477 -0.6352
C 3.7914 -1.9526 -1.3258
C 2.7754 -1.0205 -1.1794
C 2.7691 0.2921 -1.8942
N 1.7313 -1.3011 -0.3489
H -3.6633 0.3286 -2.5020
H -2.7911 1.0767 -1.1750
H -1.9077 0.3488 -2.5344
H -4.5898 -1.8169 -1.9569
H -4.4553 -3.9573 -0.7223
H -2.5225 -4.4011 0.7708
H 0.0522 -2.2761 4.6656
H 0.0490 -0.2364 6.0793
H 0.0269 1.9978 5.0175
H 0.0084 3.3578 3.0261
H 0.8876 2.6451 1.6835
H -0.8891 2.6373 1.6997
H 2.6179 -4.3557 0.7526
H 4.5338 -3.8739 -0.7510
H 4.6200 -1.7302 -1.9844
H 3.6523 0.3995 -2.5187
H 1.8967 0.3835 -2.5468
H 2.7685 1.1274 -1.1888
F -0.0133 1.4850 -0.7571

4.
Molecular formula: C4H10N2
Method: DFT, the ωB97M-V functional and the def2-TZVPD basis

Properties
Calculated total energy: -267.8581 a.u.
Highest occupied orbital energy: -9.1 eV
LUMO level: 0.980 eV
SMILES: [H]/N=C(/N)C(C)C
Gap between HOMO and LUMO: 0.36914 hartree

Element x y z (Å)
C 1.7302 -0.1277 0.6404
C 0.3473 -0.4028 -0.1703
C -0.6969 -1.1401 0.7449
C -0.3544 0.9020 -0.6094
H 1.6540 0.6553 1.4467
H 2.5329 0.2439 -0.0720
H 2.0865 -1.0607 1.1041
H 0.6347 -1.0236 -1.0919
H -0.9125 -0.6012 1.6793
H -1.6907 -1.3434 0.1923
H -0.3663 -2.0961 1.0511
H -1.7459 -0.2782 -2.0450
H -2.3059 1.3407 -1.8234
H 0.7667 2.2315 0.6269
N -1.4889 0.6358 -1.6105
N -0.1908 2.0646 -0.0634

5.
Molecular formula: C2H2N4
Method: DFT, the ωB97M-V functional and the def2-TZVPD basis

Properties
Calculated total energy: -296.1283 a.u.
Highest occupied orbital energy (spin up / spin down): -7.4 / -10.7 eV
LUMO level (spin up / spin down): 0.317 / -3.019 eV
2S+1: 3
Gap between HOMO and LUMO (spin up / spin down): 0.28418 / 0.28264 hartree

Element x y z (Å)
C 0.7206 0.0900 0.5224
C -0.6876 0.1330 -0.3791
N 1.6320 -0.9342 0.1609
N 1.6837 0.0963 -0.4817
N -1.6619 -0.9218 -0.2958
N -1.9724 0.0664 0.3207
H 0.9265 0.6884 1.4541
H -0.6409 0.7819 -1.3016

6.
Molecular formula: C45H43AsBCuN8O2PS2
Method: DFT, the ωB97M-V functional and the def2-TZVPD basis

Properties
Calculated total energy: -7368.0662 a.u.
Highest occupied orbital energy (spin up / spin down): -7.8 / -7.8 eV
LUMO level (spin up / spin down): 0.274 / -0.072 eV
2S+1: 2
Gap between HOMO and LUMO (spin up / spin down): 0.29542 / 0.28226 hartree

Element x y z (Å)
Cu -1.2196 2.5590 -1.4146
C -2.7694 -0.5737 -3.6164
C -1.8165 0.4333 -3.4445
N -2.0427 1.0798 -2.3100
N -3.1383 0.5481 -1.7443
C -3.5892 -0.4574 -2.5116
B -3.9595 1.3043 -0.6725
N -3.1637 1.5917 0.6083
C -3.6220 1.6630 1.8714
C -2.6924 2.3418 2.6303
C -1.6738 2.6700 1.7265
N -1.9662 2.1951 0.5261
N -4.2272 2.6995 -1.2984
C -5.3792 3.3602 -1.4999
C -5.0781 4.6216 -1.9738
C -3.6790 4.6482 -2.0313
N -3.1894 3.4840 -1.6286
H -2.8549 -1.2734 -4.4277
H -1.0099 0.7243 -4.0926
H -4.4680 -1.0150 -2.2379
H -4.9726 0.7249 -0.4283
H -4.5688 1.2342 2.1519
H -2.7357 2.5563 3.6835
H -0.7656 3.2255 1.8823
H -6.3288 2.8950 -1.2973
H -5.7639 5.4040 -2.2443
H -3.0128 5.4414 -2.3271
O -0.5430 6.6214 0.0256
C 0.7030 6.7517 -0.4665
C 1.3282 7.9917 -0.3187
C 2.6029 8.1971 -0.8011
C 3.2887 7.1670 -1.4390
C 2.6814 5.9390 -1.5947
C 1.3886 5.7080 -1.1165
C 0.7496 4.3915 -1.3267
O -0.4792 4.2324 -0.9423
N 1.4593 3.4633 -1.9021
N 0.8078 2.2619 -2.0877
C 1.5837 1.3722 -2.5887
S 1.1443 -0.2718 -2.9726
C 2.8604 -0.8444 -3.2202
C 3.6271 0.2909 -3.8550
S 3.2662 1.8079 -2.9061
H -0.8465 5.7141 -0.1878
H 0.7753 8.7782 0.1777
H 3.0683 9.1678 -0.6871
H 4.2893 7.3300 -1.8162
H 3.1877 5.1276 -2.0974
H 2.8037 -1.7252 -3.8591
H 3.2869 -1.1293 -2.2566
H 3.3128 0.4567 -4.8848
H 4.7036 0.1298 -3.8232
C 0.8475 -1.8097 0.0549
C 1.4244 -2.6208 1.2043
As 2.6481 -4.0067 0.4935
C 2.4847 -5.3111 1.9433
C 2.1842 -4.9532 3.2529
C 2.1270 -5.9137 4.2536
C 2.3857 -7.2431 3.9593
C 2.7067 -7.6089 2.6590
C 2.7581 -6.6487 1.6623
C 1.3471 -4.8380 -0.7162
C 0.0951 -5.2737 -0.2928
C -0.7976 -5.8313 -1.1941
C -0.4466 -5.9641 -2.5314
C 0.7965 -5.5310 -2.9656
C 1.6856 -4.9686 -2.0596
P -0.1877 -0.3088 0.4929
C 1.0656 0.6176 1.4692
C 2.2305 0.9713 0.7838
C 3.1779 1.8079 1.3481
C 2.9933 2.2899 2.6355
C 1.8413 1.9536 3.3285
C 0.8728 1.1488 2.7441
C -1.2418 -1.1402 1.7529
C -2.4870 -1.5679 1.2945
C -3.3406 -2.2902 2.1142
C -2.9730 -2.5777 3.4197
C -1.7383 -2.1542 3.8884
C -0.8754 -1.4485 3.0629
H 0.2138 -2.4300 -0.5853
H 1.6598 -1.4477 -0.5778
H 0.6312 -3.0969 1.7794
H 1.9982 -1.9673 1.8668
H 1.9924 -3.9155 3.5001
H 1.8844 -5.6207 5.2672
H 2.3388 -7.9923 4.7388
H 2.9230 -8.6432 2.4243
H 3.0076 -6.9347 0.6458
H -0.1852 -5.1753 0.7508
H -1.7676 -6.1709 -0.8533
H -1.1431 -6.4053 -3.2327
H 1.0762 -5.6397 -4.0058
H 2.6607 -4.6261 -2.3904
H 2.3910 0.5964 -0.2191
H 4.0498 2.0957 0.7751
H 3.7360 2.9319 3.0906
H 1.6813 2.3384 4.3283
H -0.0411 0.9525 3.2840
H -2.7796 -1.3395 0.2765
H -4.3024 -2.6180 1.7399
H -3.6337 -3.1461 4.0613
H -1.4339 -2.3782 4.9034
H 0.0948 -1.1619 3.4420

7.
Molecular formula: C11H14N2O4
Method: DFT, the ωB97M-V functional and the def2-TZVPD basis

Properties
Calculated total energy: -838.0289 a.u.
Highest occupied orbital energy: -8.8 eV
LUMO level: 0.331 eV
SMILES: N[C@@H](Cc1ccc(O)cc1)C(=O)NCC(=O)O
Gap between HOMO and LUMO: 0.33527 hartree

Element x y z (Å)
C 1.2384 -1.7732 0.6261
C 1.4109 -1.4206 -0.7984
C -0.2096 -2.2200 0.8075
C -1.3229 -1.1697 0.4642
C -1.6656 -0.1932 1.4625
C -1.8919 -1.1107 -0.7820
C -2.6407 0.7057 1.1781
C -2.7728 -0.1606 -1.1516
C -3.1167 0.7732 -0.1143
C 1.1735 1.1299 -0.6480
C 2.2671 2.0257 -0.0587
H 2.4312 -1.2287 2.2482
H 1.2184 -0.1696 2.0859
H 1.9295 -2.6136 0.6498
H -0.3371 -3.0620 0.1027
H -0.4055 -2.5081 1.8549
H -1.2544 -0.2373 2.5053
H -1.7240 -1.8364 -1.5351
H -2.9733 1.3898 1.9241
H -3.0234 0.0291 -2.1581
H -4.3411 2.1075 0.3685
H 1.9482 -0.1145 -2.1502
H 0.3832 0.8950 0.1651
H 0.4977 1.6734 -1.3327
H 2.6492 0.5286 0.9912
N 1.8675 -0.7402 1.4893
N 1.6452 -0.1150 -1.1343
O 1.6020 -2.3373 -1.6399
O -4.0373 1.6732 -0.4526
O 2.3624 3.1869 -0.4392
O 3.0222 1.4290 0.7671

8.
Molecular formula: C20H12IrNO2S2
Method: DFT, the ωB97M-V functional and the def2-TZVPD basis

Properties
Calculated total energy: -1875.2315 a.u.
Highest occupied orbital energy (spin up / spin down): -7.8 / -7.8 eV
LUMO level (spin up / spin down): -1.469 / -1.776 eV
Gap between HOMO and LUMO (spin up / spin down): 0.23221 / 0.22122 hartree

Element x y z (Å)
Ir -0.0851 -0.8378 0.2505
S -3.4687 2.4033 -0.3574
C -2.1341 3.3171 0.2905
C -2.0730 4.6666 0.5936
C -0.8862 5.1637 1.0955
C 0.2114 4.3293 1.3036
C 0.1588 2.9860 1.0022
C -1.0254 2.4682 0.4827
N -1.2570 1.1739 0.1155
C -2.4677 0.9768 -0.3393
C -2.8932 -0.3210 -0.7958
C -4.1733 -0.5382 -1.3073
C -4.5242 -1.7923 -1.7622
C -3.6055 -2.8295 -1.6948
C -2.3368 -2.6164 -1.1758
C -1.9403 -1.3657 -0.7098
H -2.9308 5.3023 0.4404
H -0.8108 6.2131 1.3332
H 1.1205 4.7419 1.7113
H 0.9922 2.3228 1.1691
H -4.8782 0.2813 -1.3386
H -5.5071 -1.9652 -2.1749
H -3.8773 -3.8136 -2.0470
H -1.6507 -3.4516 -1.1280
O 1.7273 0.2436 1.7276
C 1.7620 -0.9775 1.5068
O 0.8330 -1.7967 1.8355
C 2.9570 -1.5839 0.8221
C 3.9831 -2.1773 1.5308
C 5.0563 -2.7390 0.8557
C 5.1043 -2.6962 -0.5313
C 4.0879 -2.0979 -1.2487
C 2.9948 -1.5422 -0.5784
S 1.7045 -0.8301 -1.5142
H 3.9267 -2.2127 2.6087
H 5.8509 -3.2135 1.4111
H 5.9422 -3.1317 -1.0557
H 4.1125 -2.0598 -2.3273

9.
Molecular formula: C3H6F3NO
Method: DFT, the ωB97M-V functional and the def2-TZVPD basis

Properties
Calculated total energy: -547.3602 a.u.
Highest occupied orbital energy (spin up / spin down): -8.7 / -9.7 eV
LUMO level (spin up / spin down): -0.034 / -0.024 eV
Gap between HOMO and LUMO (spin up / spin down): 0.31913 / 0.35551 hartree

Element x y z (Å)
C -0.9879 0.4674 -0.4092
C 1.6566 -0.4729 0.7773
C 2.7658 0.1697 0.0035
N -0.1756 1.2423 0.4400
O 1.1977 -1.6604 0.4224
F 4.0645 -0.4988 0.2713
F 2.9985 1.4783 0.2403
F 2.5807 -0.0574 -1.2913
H -1.5809 1.1858 -0.9035
H -0.5721 -0.2472 -1.1600
H -1.5119 -0.2450 0.3030
H 1.6521 -0.3869 1.9026
H 0.4991 1.7664 0.0208
H 1.4144 -1.8925 -0.5542

10.
Molecular formula: C3H8N2O2
Method: DFT, the ωB97M-V functional and the def2-TZVPD basis

Properties
Calculated total energy: -378.8080 a.u.
Highest occupied orbital energy: -8.2 eV
LUMO level: 0.506 eV
Gap between HOMO and LUMO: 0.31864 hartree

Element x y z (Å)
C 1.7384 0.6883 0.6014
N 0.8351 -0.1221 -0.1898
N -0.6019 -0.9622 0.5964
C -0.7768 0.0620 -0.2563
C -1.3416 1.1711 -0.6794
O 1.4632 -1.0493 -1.0247
O -2.5065 -0.9010 0.6549
H 1.9142 -1.6873 -0.4451
H -2.8986 -1.3019 -0.1361
H -0.5982 -1.8671 0.1263
H 2.2714 0.0870 1.3468
H 2.4619 1.1760 -0.0541
H 1.1721 1.4578 1.1209
H -0.7273 1.9543 -1.0974
H -2.4053 1.2945 -0.5640

11.
Molecular formula: C6H12O
Method: DFT, the ωB97M-V functional and the def2-TZVPD basis

Properties
Calculated total energy: -311.0431 a.u.
Highest occupied orbital energy: -9.5 eV
LUMO level: 1.161 eV
SMILES: CC[C@H]1CCCO1
Gap between HOMO and LUMO: 0.39237 hartree

Element x y z (Å)
C -1.5065 2.1806 -0.4691
C -1.1878 0.6902 -0.5854
C -0.1608 0.1996 0.4349
C -0.1426 -1.3323 0.6180
C 1.3500 -1.6602 0.6534
C 1.8612 -0.6222 -0.3364
O 1.1652 0.5626 0.0151
H -2.1418 2.3800 0.4044
H -0.5901 2.7733 -0.3668
H -2.0434 2.5405 -1.3537
H -2.1133 0.1066 -0.4762
H -0.7744 0.4623 -1.5797
H -0.3310 0.6980 1.4008
H -0.6866 -1.6466 1.5127
H -0.6083 -1.8255 -0.2453
H 1.5836 -2.6934 0.3785
H 1.7683 -1.4578 1.6465
H 2.9346 -0.4231 -0.2820
H 1.6237 -0.9326 -1.3695

12.
Molecular formula: C3H5PS3
Method: DFT, the ωB97M-V functional and the def2-TZVPD basis

Properties
Calculated total energy: -1653.1595 a.u.
Highest occupied orbital energy: -8.6 eV
LUMO level: -1.035 eV
Gap between HOMO and LUMO: 0.27947 hartree

Element x y z (Å)
C 0.6267 1.0391 0.0907
C 1.6288 -0.9323 0.2326
C 0.3898 -0.2888 -0.4020
P -2.7229 0.5723 -0.3738
S -4.6186 0.3133 0.0351
S 2.3806 0.7218 0.0728
S -1.7082 -1.2026 0.2299
H 0.1494 1.8638 -0.4248
H 0.2355 1.0708 1.1065
H 1.4376 -1.0327 1.2872
H 2.0001 -1.6959 -0.3166
H 0.2012 -0.4288 -1.5377

> Look up the calculated total energy of the fifth one.

-296.1283 a.u.